A molecular structure, C18H21AgFNSe4. Source: the OMol25 dataset; level of theory: ωB97M-V with the def2-TZVPD basis set.

Last column: Mulliken charge in e.
CARTESIAN COORDINATES (ANGSTROEM)
Ag  -0.666  -2.196  1.795  0.577
Se  0.271  -4.994  3.938  -0.239
Se  -2.832  -3.796  2.275  -0.633
Se  -1.791  -4.010  4.350  -0.244
Se  1.559  -3.338  2.907  -0.542
F  -1.352  0.213  3.090  -0.310
N  -0.476  -0.230  0.475  0.621
C  -1.030  1.264  2.312  0.236
C  -2.741  -1.834  -1.066  -1.413
C  -0.586  1.015  0.982  -0.947
C  -0.852  3.657  2.129  -0.429
C  -0.408  3.481  0.827  -0.865
C  -0.666  -0.574  -1.962  1.601
C  2.403  -0.011  0.280  0.687
C  -1.165  2.511  2.866  -0.548
C  3.088  1.360  0.281  -1.447
C  0.105  -0.338  -0.798  -0.763
C  2.101  -0.245  -2.193  -0.085
C  -2.897  0.592  -1.719  -1.303
C  -0.025  -0.623  -3.200  -0.863
C  -2.183  -0.741  -1.981  0.372
C  1.512  -0.198  -0.935  0.985
C  1.344  -0.452  -3.334  -1.501
C  3.434  -1.140  0.376  -1.560
C  -0.277  2.215  0.271  -0.171
H  -0.157  4.349  0.224  0.351
H  -2.420  -1.038  -3.007  0.406
H  3.752  1.474  -0.584  0.266
H  -3.981  0.471  -1.824  0.459
H  4.085  -1.163  -0.507  0.284
H  -1.515  2.578  3.891  0.411
H  -2.169  -2.760  -1.149  0.358
H  -2.689  0.938  -0.706  0.181
H  1.773  -0.074  1.164  0.096
H  -3.783  -2.050  -1.335  0.420
H  4.061  -1.007  1.264  0.397
H  2.936  -2.108  0.468  0.300
H  3.692  1.479  1.187  0.432
H  1.812  -0.493  -4.312  0.349
H  -2.562  1.364  -2.419  0.284
H  2.347  2.163  0.256  0.306
H  0.070  2.114  -0.750  0.552
H  -0.956  4.644  2.565  0.337
H  3.179  -0.134  -2.279  0.285
H  -2.719  -1.530  -0.025  0.032
H  -0.626  -0.806  -4.087  0.278

For the HOMO energy, the calculation gives -0.8 eV. The HOMO-LUMO gap comes out at 5.63 eV. The charge is -2.

C18H21ClN2O3S in the gas phase in a non-equilibrium geometry. Source: the OMol25 dataset; level of theory: ωB97M-V with the def2-TZVPD basis set.

Last column: Mulliken charge in e.
CARTESIAN COORDINATES (ANGSTROEM)
Cl  -6.499  0.538  0.915  -0.216
S  2.825  1.288  1.946  0.564
O  -0.347  1.824  -1.530  -0.338
O  2.926  -0.391  -1.368  -0.704
O  3.901  1.845  2.760  -0.652
N  0.118  1.995  0.623  -0.400
N  1.704  -1.224  0.342  0.008
C  2.531  2.533  0.592  -1.089
C  -0.811  1.771  -0.263  0.221
C  -4.847  0.903  0.567  0.435
C  -2.201  1.483  0.010  0.121
C  -3.963  1.137  1.612  -0.813
C  -4.423  0.960  -0.752  -0.817
C  2.747  -0.545  -0.175  0.592
C  3.677  0.016  0.868  -1.246
C  0.972  2.108  -1.425  0.650
C  -2.644  1.426  1.332  -0.158
C  1.262  2.218  -0.089  0.648
C  -3.102  1.250  -1.029  -0.196
C  0.729  -1.926  -0.465  -0.040
C  -0.204  -3.769  0.799  -0.595
C  -0.709  -1.564  -0.042  -0.275
C  0.842  -3.448  -0.264  -0.976
C  1.805  2.203  -2.646  -1.610
C  -1.373  -2.873  0.398  -0.818
H  0.162  -3.492  1.789  0.244
H  -1.904  -3.323  -0.441  0.314
H  1.166  2.246  -3.522  0.371
H  0.590  -3.957  -1.195  0.313
H  -1.936  1.615  2.123  0.503
H  1.851  -3.739  0.022  0.358
H  -2.760  1.298  -2.051  0.474
H  2.468  3.483  1.125  0.416
H  -4.312  1.093  2.632  0.427
H  3.373  2.544  -0.094  0.386
H  -5.124  0.779  -1.552  0.423
H  4.011  -0.759  1.558  0.415
H  1.621  -1.317  1.342  0.354
H  -0.472  -4.824  0.817  0.411
H  4.543  0.489  0.408  0.501
H  -1.259  -1.092  -0.854  0.084
H  2.436  3.089  -2.611  0.360
H  -2.084  -2.718  1.208  0.359
H  0.945  -1.641  -1.497  0.545
H  -0.674  -0.856  0.787  0.184
H  2.445  1.322  -2.712  0.263

For the HOMO energy, the calculation gives -8.2 eV. The HOMO-LUMO gap comes out at 8.46 eV. For the energy relative to the best compared isomer or geometry (same formula, charge and spin), the calculation gives 67.4 kJ/mol.

C18H21ClN2O6S in the gas phase in a non-equilibrium geometry. Source: the OMol25 dataset; level of theory: ωB97M-V with the def2-TZVPD basis set.

Last column: Mulliken charge in e.
CARTESIAN COORDINATES (ANGSTROEM)
Cl  3.958  4.271  0.951  -0.175
S  1.192  2.793  1.779  1.212
O  -0.240  -4.735  -0.069  -0.519
O  0.093  3.398  0.950  -0.593
O  -2.217  1.282  1.280  0.020
O  1.783  3.682  2.824  -0.638
O  3.896  -1.873  -1.615  -0.617
O  1.995  -2.097  -0.344  -0.160
N  -2.181  -0.842  -0.885  0.413
N  0.452  1.528  2.454  -0.506
C  3.634  2.630  0.459  0.619
C  -1.978  -0.332  -3.430  -1.580
C  -3.260  0.082  -0.509  -1.202
C  4.447  0.683  -0.618  -0.290
C  2.315  0.667  0.385  0.283
C  -0.722  -2.615  -0.837  0.877
C  3.329  -0.058  -0.369  -0.323
C  -1.481  -1.692  -0.021  0.425
C  1.698  -3.521  -0.613  -0.611
C  4.634  1.989  -0.206  -0.805
C  3.153  -1.442  -0.741  0.046
C  -2.692  1.477  -0.077  -0.476
C  2.503  1.983  0.838  -0.116
C  -0.780  -2.043  -2.191  -0.624
C  -1.684  -1.030  -2.173  0.496
C  0.206  -3.689  -0.375  -0.158
C  -1.467  -1.653  1.465  -1.280
C  -3.040  1.587  2.401  -0.852
H  5.272  0.325  -1.171  0.494
H  -4.013  0.190  -1.364  0.364
H  -2.383  1.926  3.165  0.283
H  5.406  2.511  -0.755  0.343
H  -0.410  -2.509  -3.147  0.337
H  2.355  -4.069  0.073  0.400
H  -2.447  -1.435  1.971  0.306
H  -0.924  -0.842  1.835  0.179
H  -3.670  0.816  2.896  0.252
H  0.006  1.159  1.717  -0.020
H  -3.874  -0.329  0.288  0.424
H  -1.956  1.681  -0.858  0.251
H  -3.361  2.337  -0.133  0.497
H  -2.532  0.597  -3.371  0.362
H  -3.687  2.450  2.044  0.287
H  2.026  -3.823  -1.622  0.351
H  -2.558  -0.930  -4.154  0.295
H  -1.006  -0.110  -3.840  0.385
H  1.421  0.190  0.725  0.539
H  -1.030  -2.545  1.887  0.444
H  -0.179  1.979  3.103  0.364

The structure (SMILES) is COCCn1c(C)cc(C(=O)COC(=O)c2ccc(Cl)c(S(N)(=O)=O)c2)c1C. For the HOMO energy, the calculation gives -8.0 eV. The HOMO-LUMO gap comes out at 7.68 eV. For the energy relative to the best compared isomer or geometry (same formula, charge and spin), the calculation gives 303.3 kJ/mol.

C18H21F2NO2 in the gas phase. Source: the OMol25 dataset; level of theory: ωB97M-V with the def2-TZVPD basis set.

Last column: Mulliken charge in e.
CARTESIAN COORDINATES (ANGSTROEM)
F  -2.169  4.621  -3.407  -0.329
F  1.075  4.581  -0.018  -0.357
O  3.141  -4.096  -1.066  -0.469
O  0.255  -4.332  -0.888  -0.451
N  -1.018  1.656  2.053  0.284
C  -1.147  -4.386  -0.825  -0.938
C  2.208  -0.693  -0.323  -0.589
C  -1.768  4.224  -2.184  0.405
C  -2.608  3.434  -1.419  -0.709
C  -0.140  4.200  -0.469  0.665
C  0.035  0.493  0.119  -0.566
C  0.827  -0.734  -0.231  -0.475
C  2.283  -3.068  -0.802  0.416
C  -2.187  3.034  -0.164  -0.238
C  -0.509  2.976  1.713  -1.175
C  2.671  -5.379  -1.411  -0.715
C  0.187  -1.951  -0.420  -0.251
C  2.916  -1.843  -0.606  -0.790
C  0.881  -3.120  -0.703  1.070
C  -0.944  3.402  0.335  0.076
C  -0.526  4.621  -1.728  -0.675
C  -1.350  1.542  3.459  -1.185
C  -0.120  0.591  1.641  -0.779
H  0.123  5.236  -2.330  0.484
H  -0.541  -0.351  2.003  0.556
H  -2.816  2.413  0.453  0.425
H  -1.520  -4.103  0.165  0.341
H  -3.572  3.147  -1.807  0.441
H  0.547  1.377  -0.261  0.227
H  3.991  -1.828  -0.686  0.418
H  2.120  -5.845  -0.591  0.243
H  -0.889  -1.975  -0.342  0.447
H  -1.612  -3.751  -1.586  0.353
H  0.589  3.026  1.791  0.338
H  -0.476  1.651  4.119  0.398
H  0.881  0.706  2.095  0.276
H  3.568  -5.961  -1.622  0.290
H  2.038  -5.352  -2.300  0.276
H  -0.916  3.702  2.424  0.539
H  -0.957  0.451  -0.332  0.342
H  -2.082  2.306  3.719  0.378
H  -1.404  -5.427  -1.020  0.251
H  -1.797  0.565  3.639  0.317
H  2.735  0.239  -0.181  0.434

The structure (SMILES) is COc1ccc(CCN(C)Cc2ccc(F)cc2F)cc1OC. For the HOMO energy, the calculation gives -7.9 eV. The HOMO-LUMO gap comes out at 8.62 eV.